Record 1
One molecule with the formula C5H6O in a non-equilibrium geometry. Source: the Open Molecules 2025 dataset; level of theory: ωB97M-V/def2-TZVPD.

Positions of all 12 atoms, in Å:
O  2.4310  -0.5031  0.1546
C  1.2621  -0.2410  0.0150
C  0.8254  1.1346  -0.1228
C  -0.4815  1.1669  0.0822
C  -1.1420  -0.1815  0.0034
C  0.0418  -1.1656  -0.0031
H  1.5395  1.9174  -0.3103
H  -1.0274  2.0662  0.2870
H  -1.7467  -0.2342  -0.9123
H  -1.8271  -0.3277  0.8401
H  0.0267  -1.8339  0.8621
H  0.0981  -1.7981  -0.8958

Values from the calculation:
- largest force on an atom (hartree/bohr) = 0.0196
- frontier orbital gap (eV) = 10.297
- net charge = 0

***

Record 2
C15H15Br6N3O6 as an isolated structure in a non-equilibrium geometry. Source: the Open Molecules 2025 dataset; level of theory: ωB97M-V/def2-TZVPD.

Positions of all 45 atoms, in Å:
C  0.6516  0.6816  0.4175
N  0.9209  1.1454  1.8128
O  1.5459  0.3524  2.4854
O  0.4784  2.2014  2.1891
H  0.0042  -0.1901  0.4483
H  1.6035  0.3468  0.0143
H  0.2344  1.4813  -0.1811
C  -3.0623  1.6621  -1.6421
C  -2.3319  2.3844  -0.7313
C  -2.3404  2.0043  0.6034
C  -3.0731  0.8901  0.9741
C  -3.8963  0.2137  0.0600
C  -3.7955  0.5351  -1.2895
N  -3.0517  0.4050  2.3582
O  -2.3841  1.0137  3.1622
O  -3.6818  -0.6043  2.6074
H  -3.0752  1.9496  -2.6881
H  -1.9023  3.2980  -1.1229
H  -1.8512  2.5513  1.3976
H  -4.5862  -0.5444  0.3944
H  -4.4709  0.0668  -1.9914
C  2.7304  -3.3335  -0.4602
C  3.1819  -2.0462  -0.1722
C  3.6691  -1.2978  -1.2282
C  3.6153  -1.7438  -2.5413
C  3.0800  -2.9999  -2.8006
C  2.6625  -3.8184  -1.7510
N  4.1052  -0.9564  -3.6312
O  4.2668  0.2372  -3.4242
O  4.3320  -1.4778  -4.7040
H  2.4161  -4.0114  0.3234
H  3.2106  -1.6173  0.8184
H  4.1331  -0.3506  -0.9773
H  3.0112  -3.3025  -3.8375
H  2.2767  -4.7999  -1.9821
C  -1.5764  -3.3482  0.1991
Br  -0.1336  -2.9628  1.4301
Br  -1.9473  -5.2519  0.1514
Br  -1.2012  -2.6655  -1.5779
H  -2.4968  -2.8902  0.5345
C  -0.1863  5.2550  3.2162
Br  -0.9097  4.9228  5.0495
Br  1.1322  6.6850  3.1513
Br  -1.6236  5.6028  1.9474
H  0.3159  4.3270  2.9882

Values from the calculation:
- largest force on an atom (hartree/bohr) = 0.0408
- frontier orbital gap (eV) = 9.466
- net charge = 0

***

Record 3
One molecule with the formula C26H34N2O2. Source: the Open Molecules 2025 dataset; level of theory: ωB97M-V/def2-TZVPD.

Positions of all 64 atoms, in Å:
C  2.8807  5.5896  0.2482
C  2.7056  4.1294  0.6508
C  1.2458  3.7286  0.8705
C  0.4470  3.6666  -0.4304
C  -1.0324  3.3357  -0.2198
C  -1.2930  1.9237  0.3140
C  -2.7866  1.7012  0.6111
N  -3.2838  0.9815  -0.5364
C  -4.6802  0.6844  -0.7144
C  -5.1994  -0.3176  0.3326
C  -4.2657  -1.4920  0.4466
C  -3.5351  -1.7096  1.6069
C  -2.6298  -2.7542  1.6887
C  -2.4435  -3.5943  0.6052
C  -3.1774  -3.3933  -0.5521
C  -4.0833  -2.3521  -0.6295
C  -2.3231  0.4649  -1.3238
O  -2.5011  -0.1862  -2.3313
C  -0.9732  0.8423  -0.7263
C  -0.3514  -0.4182  -0.1036
C  1.0203  -0.0722  0.4430
O  1.2046  0.2774  1.5924
N  2.0050  -0.1080  -0.4795
C  3.3892  0.1740  -0.1591
C  4.2257  -1.0792  -0.1703
C  5.3105  -1.2145  -1.0243
C  6.0570  -2.3807  -1.0292
C  5.7190  -3.4245  -0.1858
C  4.6344  -3.2977  0.6668
C  3.8927  -2.1311  0.6754
H  2.4284  6.2444  0.9899
H  3.9375  5.8364  0.1734
H  2.4191  5.7912  -0.7151
H  3.1425  3.4862  -0.1166
H  3.2557  3.9541  1.5780
H  0.7763  4.4430  1.5506
H  1.2315  2.7504  1.3520
H  0.9059  2.9291  -1.0922
H  0.5018  4.6344  -0.9327
H  -1.5643  3.4539  -1.1681
H  -1.4475  4.0584  0.4872
H  -0.7052  1.7711  1.2195
H  -2.9238  1.1116  1.5243
H  -3.3311  2.6441  0.7248
H  -5.2610  1.6121  -0.6650
H  -4.7701  0.2581  -1.7164
H  -5.2927  0.1773  1.3013
H  -6.1929  -0.6499  0.0244
H  -3.6758  -1.0598  2.4606
H  -2.0657  -2.9063  2.5976
H  -1.7310  -4.4041  0.6637
H  -3.0401  -4.0477  -1.4000
H  -4.6459  -2.1998  -1.5380
H  -0.3166  1.2080  -1.5186
H  -0.9810  -0.7692  0.7152
H  -0.2917  -1.2030  -0.8594
H  1.8093  -0.4781  -1.3962
H  3.3823  0.6166  0.8418
H  3.7851  0.9044  -0.8719
H  5.5773  -0.4019  -1.6855
H  6.9022  -2.4747  -1.6952
H  6.3001  -4.3348  -0.1915
H  4.3691  -4.1090  1.3284
H  3.0501  -2.0242  1.3429

Values from the calculation:
- largest force on an atom (hartree/bohr) = 0.0125
- frontier orbital gap (eV) = 9.812
- net charge = 0

***

Record 4
A 11-piece molecular cluster, C58H138F9N8O12 overall in a non-equilibrium geometry. Source: the Open Molecules 2025 dataset; level of theory: ωB97M-V/def2-TZVPD.

Positions of all 225 atoms, in Å:
C  -9.4366  3.2258  1.2759
C  -8.2240  2.3879  0.7638
C  -8.5748  1.2532  -0.1561
N  -7.3223  0.4978  -0.8508
C  -6.6090  -0.4210  0.1943
C  -7.7832  -0.4747  -1.9376
C  -6.7528  -0.4945  -3.0853
C  -5.6373  0.4274  -2.6143
C  -6.3259  1.3913  -1.6408
H  -9.0672  3.9784  1.9726
H  -10.2116  2.6888  1.8228
H  -10.0265  3.6662  0.4721
H  -7.7207  1.9973  1.6482
H  -7.4993  3.0255  0.2574
H  -9.0597  1.6419  -1.0516
H  -9.2359  0.5570  0.3600
H  -5.8342  -1.0147  -0.2907
H  -7.3432  -1.1228  0.5899
H  -6.0653  0.1777  0.9251
H  -8.0697  -1.4359  -1.5109
H  -8.6703  0.0093  -2.3459
H  -6.4722  -1.5371  -3.2347
H  -7.3307  -0.1283  -3.9339
H  -4.8977  -0.1195  -2.0294
H  -5.1730  0.9620  -3.4430
H  -5.6546  1.9393  -0.9796
H  -6.9133  2.1489  -2.1595
C  -0.1818  -2.7834  3.2474
C  -0.4558  -1.7812  4.3902
C  0.7581  -0.9995  4.8278
N  0.5071  -0.0834  6.0186
C  -0.7935  0.8060  5.7968
C  1.7801  0.8136  6.1201
C  2.8128  -0.0857  6.8571
C  1.9424  -1.0115  7.7697
C  0.4822  -0.8234  7.3731
H  -1.0341  -3.3383  2.8551
H  0.5936  -3.5322  3.4093
H  0.1611  -2.3337  2.3155
H  -1.0145  -2.2423  5.2046
H  -1.1086  -0.9621  4.0888
H  1.1050  -0.3038  4.0638
H  1.5720  -1.6336  5.1793
H  -0.7775  1.1104  4.7503
H  -0.8189  1.7427  6.3535
H  -1.7702  0.3542  5.9702
H  1.4928  1.6216  6.7929
H  2.0741  1.3054  5.1928
H  3.4693  0.4867  7.5124
H  3.4955  -0.5117  6.1219
H  2.0370  -0.5026  8.7290
H  2.5369  -1.9247  7.7423
H  -0.0384  -0.1811  8.0834
H  0.0133  -1.8073  7.3539
C  3.0151  -2.2007  -3.6845
N  2.4269  -2.9150  -4.8742
C  1.0371  -2.2254  -5.1676
C  3.3517  -2.7633  -6.0861
C  2.1890  -4.4748  -4.5899
C  3.3148  -5.3663  -3.9971
O  4.6248  -5.3545  -4.5177
H  2.3154  -2.3473  -2.8617
H  3.2235  -1.1646  -3.9512
H  3.9146  -2.7436  -3.3943
H  1.3036  -1.1687  -5.1893
H  0.3017  -2.5805  -4.4457
H  0.7927  -2.5011  -6.1935
H  3.2618  -3.5679  -6.8158
H  4.3319  -2.9057  -5.6311
H  3.1831  -1.7784  -6.5217
H  1.8086  -4.9559  -5.4910
H  1.3168  -4.5845  -3.9455
H  2.9271  -6.3828  -4.0638
H  3.3530  -5.1547  -2.9285
H  5.1903  -5.1398  -3.7723
C  3.8068  -3.2796  0.8493
N  4.6101  -2.4500  1.8361
C  3.6973  -1.8734  2.9665
C  5.4992  -3.4600  2.6182
C  5.5751  -1.3798  1.2440
C  4.9464  -0.5799  0.0973
O  3.8269  0.1425  0.4952
H  3.0909  -2.5616  0.4490
H  3.3819  -4.1597  1.3319
H  4.5666  -3.5573  0.1188
H  3.1321  -2.6902  3.4154
H  3.0853  -1.0542  2.5891
H  4.3640  -1.3816  3.6748
H  6.0641  -2.9163  3.3755
H  6.2859  -3.8203  1.9554
H  4.9572  -4.3172  3.0175
H  6.3924  -1.9530  0.8063
H  6.1151  -0.8087  1.9993
H  4.6171  -1.1977  -0.7381
H  5.6788  0.1944  -0.1309
H  3.7516  0.7215  -0.2669
C  7.3406  3.7728  2.6492
N  6.1379  3.4149  1.7849
C  6.5962  2.7386  0.4339
C  5.4502  2.2720  2.6164
C  5.2201  4.6852  1.7560
C  4.1795  4.7557  0.5416
O  3.1923  3.7917  0.7486
H  7.8151  4.6890  2.2978
H  7.9799  2.8902  2.6691
H  6.9440  4.1067  3.6080
H  5.7808  2.0994  0.0952
H  7.2796  1.9718  0.7988
H  6.8379  3.4991  -0.3087
H  6.1502  1.4390  2.6817
H  4.5295  1.9729  2.1155
H  5.2052  2.6149  3.6216
H  5.9136  5.5108  1.5961
H  4.7783  4.9297  2.7220
H  4.6301  4.5485  -0.4290
H  3.5820  5.6672  0.5563
H  3.1586  3.2581  -0.0487
C  -2.0984  -0.5191  -0.5780
N  -0.8546  0.1804  -1.2168
C  -0.5062  -0.5089  -2.5738
C  -1.0096  1.6642  -1.4424
C  0.4306  -0.0353  -0.3589
C  0.6383  0.9432  0.8336
O  -0.3352  0.6604  1.8045
H  -2.9700  -0.7336  -1.1964
H  -2.4226  -0.0112  0.3303
H  -1.6518  -1.4407  -0.2047
H  -1.3284  -0.3690  -3.2755
H  -0.4854  -1.5732  -2.3396
H  0.4351  -0.1345  -2.9764
H  -1.8460  1.7924  -2.1295
H  -0.0365  2.0044  -1.7966
H  -1.3673  2.1369  -0.5277
H  1.3103  0.0751  -0.9930
H  0.5824  -1.0978  -0.1689
H  0.6907  2.0145  0.6397
H  1.6207  0.7439  1.2617
H  -1.0265  1.3265  1.7963
C  0.6405  6.1377  2.7287
N  0.4935  5.1908  3.9235
C  -0.8763  5.3010  4.4387
C  0.6414  3.7443  3.3652
C  1.5763  5.5836  4.9073
C  1.9635  4.5731  5.9570
O  0.8612  4.0156  6.6962
H  1.6395  6.0149  2.3103
H  0.4071  7.1513  3.0547
H  -0.0639  5.7546  1.9905
H  -1.1540  6.2969  4.7837
H  -1.0558  4.4549  5.1019
H  -1.4708  5.0987  3.5478
H  1.6493  3.5197  3.0164
H  -0.0414  3.7605  2.5158
H  0.3138  2.9883  4.0789
H  1.2885  6.4966  5.4284
H  2.4306  5.8060  4.2679
H  2.6988  5.0680  6.5914
H  2.6725  3.8859  5.4954
H  0.3242  4.7389  7.0278
C  -1.9774  -5.1184  -7.0615
N  -2.8274  -3.8904  -7.4160
C  -2.6783  -3.6728  -8.9735
C  -4.3345  -4.1191  -6.9579
C  -2.1478  -2.7275  -6.5987
C  -2.6576  -1.3248  -6.8284
O  -2.4703  -0.8889  -8.1366
H  -2.1770  -5.3398  -6.0130
H  -0.9010  -5.0440  -7.2164
H  -2.4203  -5.8000  -7.7876
H  -3.1051  -2.7305  -9.3171
H  -3.2370  -4.4697  -9.4643
H  -1.6143  -3.6411  -9.2080
H  -4.3212  -4.2855  -5.8808
H  -4.6378  -4.9633  -7.5772
H  -4.8806  -3.3003  -7.4264
H  -1.1126  -2.8238  -6.9262
H  -2.2536  -2.9823  -5.5442
H  -2.0354  -0.7533  -6.1398
H  -3.6810  -1.3069  -6.4537
H  -1.5873  -1.0826  -8.4598
C  3.6736  2.2220  -2.8766
O  4.8609  3.0660  -2.7590
O  3.2670  1.9471  -1.5408
C  2.6201  2.7350  -3.9464
F  1.7248  3.6520  -3.5389
F  3.1128  3.1492  -5.1027
F  1.8272  1.7184  -4.3349
C  6.1232  2.7382  -3.4415
C  6.9170  3.9761  -3.1836
H  7.0381  4.2242  -2.1291
H  7.9272  3.8147  -3.5598
H  6.4198  4.8077  -3.6828
H  6.1429  2.5803  -4.5198
H  6.6791  1.9700  -2.9040
H  4.0200  1.3334  -3.4043
C  -3.3151  2.5129  2.6520
O  -3.6531  1.1483  2.2205
O  -2.2914  2.9155  1.8079
C  -4.5756  3.4788  2.8487
F  -5.4713  3.0548  3.7635
F  -4.2790  4.6529  3.4353
F  -5.2896  3.6916  1.7724
C  -4.1722  0.3025  3.2183
C  -4.1095  -1.1019  2.6955
H  -4.2136  -1.1013  1.6105
H  -3.1921  -1.6548  2.8972
H  -4.8805  -1.6609  3.2258
H  -5.2036  0.5961  3.4138
H  -3.6873  0.2396  4.1924
H  -2.9177  2.5195  3.6670
C  -2.0986  -4.2247  -1.7704
O  -2.5439  -5.3279  -1.0337
O  -1.0081  -4.5938  -2.5201
C  -3.3418  -3.4962  -2.4143
F  -4.2285  -3.0699  -1.4908
F  -3.0371  -2.4308  -3.1288
F  -4.0372  -4.2510  -3.2942
C  -3.1675  -5.1864  0.2195
C  -3.7484  -6.5352  0.6347
H  -4.5160  -6.9017  -0.0469
H  -2.9265  -7.2485  0.5731
H  -4.0429  -6.4107  1.6767
H  -4.0584  -4.5592  0.2520
H  -2.4213  -4.8849  0.9546
H  -1.8353  -3.4393  -1.0620

Values from the calculation:
- largest force on an atom (hartree/bohr) = 0.0637
- frontier orbital gap (eV) = 6.436
- net charge = +5